No. 1
Formula: C3H7O2S
Source: the OMol25 dataset
Level of theory: ωB97M-V/def2-TZVPD

Element x y z (Å)
O (-1.896, 0.189, -2.152)
C (-1.112, 0.123, -1.230)
C (-1.381, 0.546, 0.152)
C (-0.896, -0.536, 1.121)
S (0.918, -0.584, 1.290)
H (-0.073, -0.242, -1.360)
H (-2.451, 0.778, 0.211)
H (-0.839, 1.485, 0.308)
H (-1.390, -1.489, 0.879)
H (-1.267, -0.294, 2.114)
H (3.121, 0.167, 0.235)
H (3.404, -0.138, -1.203)
O (3.862, -0.005, -0.364)

The highest occupied orbital energy is -0.1083 Ha. The spin multiplicity is 1. The calculation puts the energy relative to the best compared isomer or geometry (same formula, charge and spin) at 22.02 kcal per mole. The electronic energy comes out at -667.2082 Ha. The calculation puts the LUMO energy at 3.93 eV. As for the net charge: -1. The orbital gap is 6.88 eV.



No. 2
Formula: C3H7O2S
Source: the OMol25 dataset
Level of theory: ωB97M-V/def2-TZVPD

Element x y z (Å)
C (-0.123, -2.047, -0.615)
C (-0.672, -0.619, -0.770)
S (-1.903, -0.259, 0.570)
H (0.556, -2.305, -1.419)
H (0.312, -2.051, 0.384)
H (-0.998, -2.692, -0.611)
H (-1.290, -0.527, -1.661)
H (0.040, 0.194, -0.758)
H (-1.166, 0.524, 1.393)
O (2.366, 2.108, 0.284)
C (1.343, 2.475, 0.928)
O (1.087, 3.264, 1.793)
H (0.448, 1.934, 0.481)

The highest occupied orbital energy (alpha / beta) is -0.3456 / -0.3454 Ha. The spin multiplicity is 2. The calculation puts the energy relative to the best compared isomer or geometry (same formula, charge and spin) at 33.03 kcal per mole. The electronic energy comes out at -667.0748 Ha. The calculation puts the LUMO energy (alpha / beta) at 0.69 / -3.82 eV. As for the net charge: 0. The orbital gap (alpha / beta) is 10.09 / 5.58 eV.



No. 3
Formula: C3H7O2Sm
Source: the OMol25 dataset
Level of theory: ωB97M-V/def2-TZVPD

Element x y z (Å)
C (3.124, 1.516, -1.078)
O (1.796, 1.793, -0.693)
C (1.666, 2.921, 0.106)
C (0.228, 3.217, 0.410)
O (-0.700, 2.522, 0.068)
H (3.114, 0.569, -1.629)
H (3.510, 2.328, -1.714)
H (3.791, 1.407, -0.206)
H (2.088, 3.830, -0.370)
H (2.187, 2.786, 1.076)
H (0.089, 4.017, 1.170)
H (1.085, -1.437, 1.021)
Sm (0.428, -0.500, 2.732)

The highest occupied orbital energy (alpha / beta) is -0.4705 / -0.4710 Ha. The spin multiplicity is 7. The calculation puts the energy relative to the best compared isomer or geometry (same formula, charge and spin) at 54.49 kcal per mole. The electronic energy comes out at -926.5512 Ha. The calculation puts the LUMO energy (alpha / beta) at -5.33 / -5.16 eV. As for the net charge: +1. The orbital gap (alpha / beta) is 7.47 / 7.66 eV.



No. 4
Formula: C3H7O3
Source: the OMol25 dataset
Level of theory: ωB97M-V/def2-TZVPD

Element x y z (Å)
C (0.412, 1.979, 0.512)
O (0.925, 1.863, -0.851)
H (1.102, 0.849, -0.905)
H (-0.085, 2.929, 0.416)
H (1.423, 1.958, 1.105)
H (-0.318, 1.131, 0.727)
C (-1.127, -1.426, -0.050)
C (0.411, -1.705, -0.155)
O (1.178, -0.791, -0.123)
O (0.769, -2.833, -0.486)
H (-1.487, -0.734, -0.863)
H (-1.391, -0.965, 0.873)
H (-1.812, -2.255, -0.201)

The highest occupied orbital energy is -0.1476 Ha. The spin multiplicity is 1. The calculation puts the energy relative to the best compared isomer or geometry (same formula, charge and spin) at 35.80 kcal per mole. The electronic energy comes out at -344.2532 Ha. The calculation puts the LUMO energy at 4.12 eV. As for the net charge: -1. The orbital gap is 8.14 eV.



No. 5
Formula: C3H7O3
Source: the OMol25 dataset
Level of theory: ωB97M-V/def2-TZVPD

Element x y z (Å)
O (-0.602, 1.763, 1.957)
C (-0.887, 0.536, 2.013)
O (-0.179, -0.538, 1.834)
H (-1.934, 0.262, 2.144)
H (0.988, 0.813, 0.610)
C (1.087, -0.155, -1.100)
O (1.657, 0.793, -0.181)
C (-0.451, -0.593, -1.025)
H (1.627, -1.138, -1.092)
H (1.229, 0.267, -2.110)
H (-0.735, -1.517, -1.584)
H (-0.988, 0.198, -1.449)
H (-0.812, -0.690, -0.018)

The highest occupied orbital energy is -0.1659 Ha. The spin multiplicity is 1. The calculation puts the energy relative to the best compared isomer or geometry (same formula, charge and spin) at 34.36 kcal per mole. The electronic energy comes out at -344.2555 Ha. The calculation puts the LUMO energy at 4.26 eV. As for the net charge: -1. The orbital gap is 8.78 eV.



No. 6
Formula: C3H7O3
Source: the OMol25 dataset
Level of theory: ωB97M-V/def2-TZVPD

Element x y z (Å)
C (2.392, -1.582, -0.226)
C (1.415, -0.370, -0.073)
O (1.731, 0.669, -0.678)
O (0.418, -0.582, 0.660)
H (2.191, -2.299, 0.570)
H (3.404, -1.220, -0.060)
H (2.257, -2.046, -1.203)
C (-2.338, 1.034, 0.728)
O (-3.079, 0.740, -0.462)
H (-2.497, 0.622, -1.165)
H (-2.123, 2.091, 0.876)
H (-2.895, 0.491, 1.490)
H (-1.367, 0.512, 0.771)

The highest occupied orbital energy is -0.1517 Ha. The spin multiplicity is 1. The calculation puts the energy relative to the best compared isomer or geometry (same formula, charge and spin) at 26.99 kcal per mole. The electronic energy comes out at -344.2672 Ha. The calculation puts the LUMO energy at 4.07 eV. As for the net charge: -1. The orbital gap is 8.19 eV.



No. 7
Formula: C3H7O3
Source: the OMol25 dataset
Level of theory: ωB97M-V/def2-TZVPD

Element x y z (Å)
C (-2.012, -0.541, 1.534)
C (-0.876, -0.361, 0.482)
O (-0.609, 0.837, 0.163)
O (-0.338, -1.413, 0.087)
H (-2.984, -0.182, 1.199)
H (-1.813, 0.074, 2.378)
H (-2.005, -1.593, 1.833)
C (1.881, 0.314, -1.566)
O (1.980, 1.343, -0.596)
H (1.175, 1.286, -0.022)
H (2.835, 0.321, -2.066)
H (1.637, -0.639, -1.078)
H (1.128, 0.553, -2.348)

The highest occupied orbital energy is -0.1636 Ha. The spin multiplicity is 1. The calculation puts the energy relative to the best compared isomer or geometry (same formula, charge and spin) at 16.03 kcal per mole. The electronic energy comes out at -344.2847 Ha. The calculation puts the LUMO energy at 4.36 eV. As for the net charge: -1. The orbital gap is 8.81 eV.



No. 8
Formula: C3H7O3
Source: the OMol25 dataset
Level of theory: ωB97M-V/def2-TZVPD

Element x y z (Å)
C (1.208, -2.252, 0.995)
O (0.556, -1.360, 1.858)
H (0.274, -0.575, 1.352)
H (1.238, -1.935, -0.045)
H (0.662, -3.211, 0.950)
H (2.191, -2.465, 1.404)
C (-1.282, 2.164, -0.857)
C (-0.338, 0.965, -1.035)
O (-0.286, 0.452, -2.167)
O (0.354, 0.673, -0.022)
H (-1.402, 2.467, 0.193)
H (-2.293, 2.026, -1.264)
H (-0.883, 3.051, -1.361)

The highest occupied orbital energy is -0.1600 Ha. The spin multiplicity is 1. The calculation puts the energy relative to the best compared isomer or geometry (same formula, charge and spin) at 15.93 kcal per mole. The electronic energy comes out at -344.2848 Ha. The calculation puts the LUMO energy at 4.21 eV. As for the net charge: -1. The orbital gap is 8.56 eV.



No. 9
Formula: C3H7O3
Source: the OMol25 dataset
Level of theory: ωB97M-V/def2-TZVPD

Element x y z (Å)
C (-2.145, -0.243, -1.337)
C (-0.740, 0.421, -1.510)
O (-0.081, 0.120, -2.525)
O (-0.403, 1.127, -0.530)
H (-2.727, 0.487, -0.790)
H (-1.991, -1.124, -0.748)
H (-2.668, -0.498, -2.247)
C (1.884, -0.324, 1.378)
O (1.761, 0.324, 2.617)
H (1.292, 1.158, 2.566)
H (0.926, -0.349, 0.863)
H (2.572, 0.202, 0.714)
H (2.321, -1.303, 1.548)

The highest occupied orbital energy is -0.1468 Ha. The spin multiplicity is 1. The calculation puts the energy relative to the best compared isomer or geometry (same formula, charge and spin) at 25.13 kcal per mole. The electronic energy comes out at -344.2702 Ha. The calculation puts the LUMO energy at 3.90 eV. As for the net charge: -1. The orbital gap is 7.89 eV.



No. 10
Formula: C3H7O3
Source: the OMol25 dataset
Level of theory: ωB97M-V/def2-TZVPD

Element x y z (Å)
O (2.562, 0.407, -0.348)
C (1.973, 0.280, -1.480)
O (0.691, 0.426, -1.688)
H (2.472, -0.268, -2.289)
H (0.240, -0.707, -0.896)
C (-0.675, -0.687, 0.984)
O (-0.212, -1.378, -0.144)
C (-1.259, 0.693, 0.716)
H (-0.017, -0.654, 1.835)
H (-1.555, -1.231, 1.365)
H (-1.642, 1.121, 1.615)
H (-2.091, 0.645, -0.063)
H (-0.488, 1.351, 0.393)

The highest occupied orbital energy (alpha / beta) is -0.4000 / -0.3861 Ha. The spin multiplicity is 2. The calculation puts the energy relative to the best compared isomer or geometry (same formula, charge and spin) at 53.07 kcal per mole. The electronic energy comes out at -344.0873 Ha. The calculation puts the LUMO energy (alpha / beta) at 0.83 / -4.54 eV. As for the net charge: 0. The orbital gap (alpha / beta) is 11.71 / 5.96 eV.